82
Properties=species:S:1:pos:R:3:lowdin_charge:R:1 method="wB97M-V/def2-TZVPD" e_tot_ha=-4571.93419 max_force_ha_per_bohr=0.0494 orbital_gap_ev=10.369 mol_weight_da=735.31 charge=+3
Zr -6.105 34.234 -10.094 1.9148
F -7.397 33.518 -8.655 -0.4689
C -1.501 33.821 -10.308 -0.2162
S -2.579 35.172 -10.704 0.8923
O -3.908 34.818 -10.125 -0.6606
C -1.838 36.363 -9.630 -0.2188
H -1.607 33.582 -9.250 0.0579
H -0.477 34.088 -10.570 0.0829
H -1.794 32.964 -10.914 0.0421
H -1.676 35.939 -8.634 0.0676
H -2.475 37.239 -9.546 0.0564
H -0.844 36.591 -10.016 0.0812
C -9.418 31.982 -12.808 -0.2071
S -8.273 31.676 -11.483 0.9101
O -7.490 32.931 -11.199 -0.6730
C -9.457 31.405 -10.187 -0.2107
H -8.924 32.361 -13.696 0.0693
H -10.202 32.646 -12.453 0.0464
H -9.827 30.987 -13.006 0.0825
H -9.712 30.346 -10.183 0.0810
H -10.338 32.030 -10.326 0.0539
H -9.009 31.646 -9.222 0.0644
C -10.201 36.812 -11.022 -0.2239
S -9.609 35.160 -10.800 0.9190
O -8.135 35.307 -10.612 -0.6684
C -10.308 34.864 -9.197 -0.2125
H -11.272 36.754 -11.239 0.0778
H -9.735 37.248 -11.904 0.0615
H -10.077 37.443 -10.144 0.0679
H -9.744 35.310 -8.383 0.0564
H -10.256 33.789 -9.032 0.0340
H -11.363 35.135 -9.224 0.0820
C -7.896 37.638 -7.530 -0.1977
S -6.447 36.595 -7.567 0.9517
O -6.436 36.048 -8.966 -0.6786
C -5.262 37.931 -7.398 -0.2145
H -7.735 38.554 -8.095 0.0634
H -8.152 37.903 -6.505 0.0829
H -8.694 37.033 -7.953 0.0328
H -5.331 38.256 -6.360 0.0844
H -5.495 38.746 -8.083 0.0572
H -4.249 37.612 -7.633 0.0422
C -3.554 30.477 -8.920 -0.2150
S -5.245 30.951 -9.129 0.9585
O -5.121 32.367 -9.634 -0.6877
C -5.548 29.873 -10.520 -0.2289
H -2.955 30.941 -9.706 0.0666
H -3.380 29.403 -8.960 0.0833
H -3.160 30.830 -7.968 0.0494
H -6.570 29.949 -10.881 0.0054
H -5.398 28.866 -10.124 0.0798
H -4.815 30.054 -11.306 0.0639
C -4.982 37.478 -13.309 -0.2269
S -6.302 37.096 -12.199 0.9624
O -5.811 35.935 -11.386 -0.6939
C -6.021 38.485 -11.115 -0.2056
H -4.034 37.459 -12.772 0.0708
H -5.190 38.474 -13.707 0.0789
H -4.935 36.837 -14.186 0.0549
H -6.843 38.500 -10.399 0.0460
H -5.939 39.437 -11.630 0.0812
H -5.147 38.222 -10.517 0.0593
C -3.824 34.025 -14.040 -0.2131
S -4.234 32.826 -12.792 0.9263
O -5.227 33.482 -11.890 -0.6983
C -5.214 31.802 -13.858 -0.2146
H -3.078 34.743 -13.716 0.0516
H -4.761 34.548 -14.245 0.0618
H -3.529 33.497 -14.945 0.0789
H -4.614 31.401 -14.672 0.0821
H -5.988 32.440 -14.298 0.0772
H -5.772 31.045 -13.312 0.0481
C -4.509 32.581 -5.945 -0.1983
S -3.838 33.878 -7.015 0.8960
O -4.966 34.203 -7.936 -0.6931
C -3.776 35.169 -5.778 -0.2337
H -5.464 32.307 -6.393 0.0606
H -4.666 32.925 -4.925 0.0674
H -3.830 31.730 -5.931 0.0513
H -3.425 36.074 -6.265 0.0356
H -3.063 34.885 -5.004 0.0810
H -4.771 35.280 -5.354 0.0652

***

64
Properties=species:S:1:pos:R:3:lowdin_charge:R:1 method="wB97M-V/def2-TZVPD" e_tot_ha=-4589.28864 max_force_ha_per_bohr=0.0394 orbital_gap_ev=6.685 mol_weight_da=591.52 charge=-1
C 1.208 -3.883 1.776 -0.1581
C 0.530 -2.898 0.808 -0.7169
Cl 1.656 -2.721 -0.577 0.6140
C 0.231 -1.585 1.518 -0.1128
B -0.205 -0.303 0.581 -0.8176
C 0.783 1.003 0.863 -0.1117
C 2.282 0.692 0.653 -0.2260
C 3.100 1.917 0.223 -0.2044
C 4.343 1.490 -0.541 -0.2158
N 5.253 0.721 0.376 0.0117
C 5.504 -0.610 -0.061 -0.5884
N 5.131 -1.627 0.566 0.1454
N 6.239 -0.774 -1.248 0.0922
O -1.561 0.142 1.159 -0.0666
C -2.178 0.807 0.155 -0.3062
C -1.889 -0.116 -1.072 -0.6270
S -1.884 0.697 -2.722 0.7040
O -0.580 -0.556 -0.815 -0.0904
H 0.507 -4.258 2.510 0.0686
H 2.006 -3.340 2.261 0.0585
H 1.687 -4.672 1.204 0.0458
H -0.397 -3.362 0.510 0.0969
H -0.627 -1.789 2.153 0.1022
H 1.059 -1.375 2.192 0.0864
H 0.639 1.224 1.911 0.0262
H 0.471 1.852 0.265 0.0878
H 2.665 0.295 1.578 0.0937
H 2.359 -0.038 -0.149 0.0717
H 2.493 2.581 -0.378 0.1041
H 3.472 2.391 1.127 0.0967
H 4.868 2.366 -0.910 0.1023
H 4.059 0.830 -1.349 0.1027
H 6.148 1.199 0.400 0.1027
H 4.639 -1.357 1.412 0.0471
H 5.825 -0.250 -2.009 0.0691
H 6.198 -1.763 -1.464 0.0767
H -3.245 0.931 0.314 0.0542
H -1.795 1.807 -0.084 0.1068
H -2.518 -1.000 -1.150 0.1022
H -1.367 -0.279 -3.477 -0.2167
Cl -5.388 1.327 -1.156 0.5976
C -6.499 1.866 0.120 -0.6602
C -7.721 0.991 0.228 -0.6676
Cl -8.799 1.151 -1.186 0.5175
H -6.769 2.900 -0.081 0.0655
H -5.943 1.831 1.058 0.0747
H -8.303 1.278 1.102 0.0670
H -7.448 -0.057 0.322 0.0676
Cl 0.060 -3.000 -3.792 0.5706
C -0.362 -3.468 -5.455 -0.6770
C -0.946 -2.327 -6.248 -0.6679
Cl -2.559 -1.853 -5.660 0.5450
H -1.053 -4.307 -5.404 0.0631
H 0.558 -3.806 -5.932 0.0665
H -1.065 -2.626 -7.289 0.0646
H -0.305 -1.450 -6.209 0.0681
Cl 1.192 3.135 3.529 0.6061
C 0.060 3.819 4.717 -0.6703
C -1.216 3.020 4.800 -0.6663
Cl -2.193 3.167 3.319 0.5609
H -0.139 4.852 4.440 0.0620
H 0.565 3.812 5.683 0.0654
H -1.826 3.390 5.623 0.0644
H -1.012 1.964 4.963 0.0714

***

23
Properties=species:S:1:pos:R:3:lowdin_charge:R:1 method="wB97M-V/def2-TZVPD" e_tot_ha=-346.81196 max_force_ha_per_bohr=0.0994 orbital_gap_ev=11.682 mol_weight_da=115.20 charge=+1 smiles="CC(=[NH2+])N(C)C(C)C"
C -0.180 -1.562 0.007 -0.0261
C 1.696 0.222 -1.289 -0.0578
C 2.076 -0.122 1.111 -0.0528
C -2.156 1.520 0.444 0.0287
C 1.160 0.527 0.092 -0.2593
C -1.685 0.219 0.031 -0.3690
N -0.395 -0.102 0.083 0.0056
N -2.685 -0.610 -0.367 0.1783
H -0.099 -1.759 -1.079 0.1215
H 0.672 -1.817 0.483 0.0458
H 2.449 0.756 -1.767 0.0793
H -1.056 -1.930 0.497 0.0926
H 1.845 -0.855 -1.356 0.0847
H 1.443 -0.311 1.979 0.1008
H 2.590 -0.956 0.812 0.0612
H 2.596 0.801 1.386 0.1066
H -2.021 1.418 1.479 0.1036
H -3.109 1.712 0.030 0.0945
H -1.478 2.317 0.295 0.0930
H 1.157 1.697 0.288 0.1773
H -3.644 -0.434 -0.023 0.1545
H -2.306 -1.543 -0.753 0.1537
H 0.893 0.391 -1.981 0.0833

***

109
Properties=species:S:1:pos:R:3:lowdin_charge:R:1 method="wB97M-V/def2-TZVPD" e_tot_ha=-2693.65872 max_force_ha_per_bohr=0.0367 orbital_gap_ev=6.558 mol_weight_da=753.21 charge=+3
Zr -0.430 -0.869 -0.741 1.3742
C 3.525 -2.405 -1.761 -0.1620
Si 2.179 -1.121 -1.281 0.6593
C 2.275 0.264 -2.630 -0.3070
C 3.230 0.159 -3.640 -0.0769
C 3.254 1.030 -4.718 -0.0206
C 2.275 2.000 -4.844 -0.0211
C 1.316 2.130 -3.854 -0.0852
C 1.323 1.297 -2.735 -0.3923
P 0.181 1.610 -1.343 1.0295
C 0.803 3.199 -0.567 -0.3768
C 1.066 4.358 -1.531 -0.1903
C 1.833 5.463 -0.790 -0.1599
C 1.308 5.682 0.637 -0.1770
C -0.110 5.146 0.786 -0.1808
C -0.128 3.624 0.588 -0.2039
C -1.516 1.784 -2.166 -0.4217
C -1.976 3.149 -2.689 -0.1824
C -3.311 2.986 -3.422 -0.1694
C -4.383 2.414 -2.502 -0.1724
C -3.928 1.070 -1.937 -0.1882
C -2.593 1.239 -1.204 -0.2429
C 2.558 -0.545 0.562 -0.3087
C 3.727 0.190 0.747 -0.0789
C 4.243 0.461 2.004 -0.0196
C 3.590 -0.010 3.126 -0.0163
C 2.402 -0.710 2.984 -0.0765
C 1.875 -0.985 1.723 -0.3753
P 0.219 -1.786 1.568 1.0282
C -0.961 -1.012 2.800 -0.3963
C -0.784 -1.286 4.315 -0.1790
C -0.866 0.005 5.135 -0.1815
C -2.109 0.797 4.744 -0.1616
C -2.101 1.188 3.251 -0.1635
C -0.964 0.493 2.497 -0.2465
C 0.003 -3.656 1.670 -0.4037
C 0.295 -4.352 2.999 -0.1742
C 1.786 -4.372 3.298 -0.1763
C 2.524 -5.077 2.169 -0.1672
C 2.274 -4.354 0.850 -0.2049
C 0.782 -4.301 0.519 -0.2093
H 4.504 -1.925 -1.756 0.0538
H 3.362 -2.805 -2.759 0.0449
H 3.593 -3.241 -1.076 0.0051
H 3.980 -0.615 -3.590 0.0975
H 4.027 0.936 -5.463 0.1274
H 2.266 2.662 -5.696 0.1280
H 0.558 2.889 -3.960 0.0957
H 1.778 2.893 -0.155 0.1244
H 0.127 4.758 -1.907 0.1065
H 1.670 4.031 -2.378 0.1007
H 1.734 6.378 -1.374 0.1250
H 2.894 5.215 -0.757 0.1188
H 1.322 6.745 0.870 0.1218
H 1.956 5.183 1.359 0.1171
H -0.759 5.633 0.059 0.1191
H -0.497 5.380 1.778 0.1225
H -1.159 3.309 0.399 0.0861
H 0.206 3.139 1.507 0.1069
H -1.437 1.092 -3.033 0.1252
H -1.248 3.563 -3.385 0.1013
H -2.094 3.853 -1.862 0.1239
H -3.172 2.328 -4.284 0.1266
H -3.630 3.954 -3.803 0.1297
H -5.310 2.281 -3.057 0.1289
H -4.582 3.114 -1.688 0.1292
H -3.816 0.359 -2.764 0.1181
H -4.686 0.685 -1.253 0.1222
H -2.274 0.247 -0.764 0.0184
H -2.745 1.942 -0.375 0.1258
H 4.261 0.543 -0.122 0.1137
H 5.160 1.017 2.103 0.1273
H 3.999 0.157 4.108 0.1286
H 1.895 -1.050 3.872 0.0975
H -1.947 -1.411 2.494 0.1196
H 0.157 -1.793 4.529 0.0892
H -1.588 -1.945 4.646 0.1269
H 0.031 0.611 5.008 0.1154
H -0.930 -0.258 6.191 0.1312
H -2.180 1.690 5.362 0.1228
H -2.987 0.187 4.960 0.1223
H -1.991 2.267 3.144 0.1124
H -3.056 0.907 2.800 0.1153
H -0.004 0.927 2.790 0.1122
H -1.079 0.652 1.393 0.0552
H -1.083 -3.741 1.475 0.1092
H -0.063 -5.380 2.910 0.1383
H -0.266 -3.885 3.807 0.0998
H 1.965 -4.886 4.239 0.1296
H 2.159 -3.348 3.390 0.0936
H 2.187 -6.112 2.097 0.1295
H 3.592 -5.091 2.375 0.1263
H 2.801 -4.876 0.052 0.1184
H 2.656 -3.331 0.931 0.0848
H 0.416 -5.320 0.374 0.1343
H 0.613 -3.738 -0.428 0.0704
C -3.042 -3.744 -3.016 -0.1115
C -3.337 -3.898 -1.524 -0.1132
C -2.947 -2.523 -0.999 -0.1534
O -1.717 -2.199 -1.718 -0.3982
C -1.818 -2.818 -3.047 -0.0974
H -3.894 -3.298 -3.528 0.1327
H -2.839 -4.702 -3.485 0.1372
H -2.715 -4.678 -1.084 0.1295
H -4.382 -4.133 -1.335 0.1437
H -2.741 -2.491 0.085 0.1223
H -3.727 -1.798 -1.272 0.1335
H -0.885 -3.364 -3.229 0.1409
H -1.929 -2.026 -3.799 0.1386